# 1
The following is a DFT calculation (ωB97M-V/def2-TZVPD) of a structure of composition C10H27F3KO15P3S in a non-equilibrium geometry.

Its total charge is +1. The largest force on an atom comes out at 6.0 eV/Å. The expectation value of S² is 0.758. The calculation puts the orbital gap (spin up / spin down) at 0.4088 / 0.1594 hartree. As for the spin multiplicity: 2. The calculated total energy is -104697.4302 eV.

XYZ file:
```
60
Properties=species:S:1:pos:R:3:forces:R:3:mulliken_charge:R:1
K 0.674097 -0.045097 0.359134 0.00 -0.06 -0.01 1.21
C 2.731737 -3.025092 -3.125060 0.33 0.27 -2.35 0.65
F 3.595778 -3.712928 -3.822869 0.45 -1.43 0.61 -0.18
F 2.840581 -1.813235 -3.619351 0.39 1.57 1.43 -0.18
F 1.510425 -3.366467 -3.376186 -1.19 -1.35 0.68 -0.16
S 3.120666 -3.038351 -1.239140 2.62 5.21 1.36 1.01
O 3.257653 -4.497892 -0.946613 -0.36 -1.91 -0.48 -0.17
O 4.348287 -2.277630 -1.077901 -0.23 -1.96 -1.11 -0.56
O 2.089433 -2.334113 -0.558489 -1.99 -0.75 -0.11 -0.43
C 4.454170 0.376051 -0.997817 -0.96 -0.33 0.13 -0.80
O 4.373968 1.813108 -1.077294 -0.08 1.16 1.55 -0.35
P 3.752424 2.617315 0.197314 1.84 1.94 -1.39 0.80
O 2.395606 2.158240 0.605195 1.38 0.55 -0.11 -0.52
O 3.895180 4.273386 -0.169068 -0.50 -2.87 -0.11 -0.36
C 5.190480 4.686458 -0.649116 1.16 0.45 -0.25 -0.68
O 5.029012 2.527714 1.175224 -0.84 -0.31 1.23 -0.21
C 4.829569 2.932878 2.572037 -0.87 -0.04 0.09 -0.70
H 3.585790 0.078482 -1.585581 0.46 -0.62 -0.17 0.24
H 4.355129 -0.073693 -0.009880 -0.35 0.65 0.41 0.39
H 5.397021 -0.078016 -1.302700 -0.03 0.80 -0.75 0.41
H 5.841923 3.868331 -0.956321 -0.40 -0.17 -0.12 0.29
H 5.798699 5.255767 0.053780 -0.52 -0.26 0.92 0.27
H 5.149112 5.413572 -1.460101 -0.88 -0.40 -0.33 0.29
H 5.730184 2.956331 3.185591 0.32 -0.42 -0.77 0.27
H 4.108893 2.248919 3.020291 0.15 -0.10 0.07 0.27
H 4.394266 3.927854 2.664879 0.00 0.13 -0.47 0.32
C -1.408151 -1.908844 -3.982702 2.07 -0.82 -0.57 -0.81
O -2.188271 -0.970666 -3.286272 -1.43 -0.18 1.72 -0.36
P -2.627006 -1.308202 -1.730565 -0.24 0.04 -0.93 1.14
O -1.442101 -1.324820 -0.816261 -1.50 -0.50 -1.24 -0.58
O -3.573314 -2.622318 -1.930351 2.11 1.79 0.94 -0.36
C -4.716706 -2.599503 -2.794901 -0.33 -1.11 0.05 -0.76
O -3.716686 -0.191249 -1.338629 0.95 -2.16 -1.26 -0.36
C -3.387030 1.101477 -0.938451 -1.19 1.50 0.88 -0.62
H -1.810078 -2.511794 -4.796960 -1.19 0.83 -0.21 0.33
H -0.967186 -2.729109 -3.416305 -0.08 0.34 0.99 0.28
H -0.560272 -1.351035 -4.380264 -0.02 -0.05 -0.19 0.33
H -4.707687 -3.585364 -3.259775 -0.10 0.04 -0.09 0.27
H -4.714805 -1.865563 -3.600772 0.17 0.32 0.44 0.35
H -5.586510 -2.569745 -2.138657 -0.12 0.43 -0.33 0.27
H -4.045816 1.316278 -0.097047 0.34 -0.13 0.51 0.20
H -3.793230 1.818392 -1.651997 0.79 -0.03 -0.55 0.34
H -2.353834 1.265131 -0.632137 -0.02 -0.12 -0.33 0.22
C -4.779653 -1.096439 1.482991 -2.06 0.15 1.02 -0.70
O -3.390455 -1.178756 1.496483 2.33 1.59 1.01 -0.12
P -2.557799 -0.233342 2.522296 0.36 -1.72 1.41 0.83
O -1.102211 -0.180580 2.211880 -1.34 0.00 0.24 -0.51
O -3.306092 1.166969 2.552412 -0.13 -1.83 -0.82 -0.24
C -2.760786 2.220224 3.298802 0.22 2.06 -0.64 -0.76
O -2.885980 -0.824644 4.041421 -0.55 1.27 -2.00 -0.38
C -1.896952 -1.231824 4.970378 1.67 -0.14 -0.61 -0.67
H -5.104117 -0.168539 1.953959 -0.18 0.11 -0.23 0.36
H -5.189494 -1.884570 2.114649 -0.04 -0.22 -0.19 0.28
H -5.217196 -1.151339 0.486175 0.50 -0.09 -0.06 0.15
H -3.273239 3.095635 2.899882 -0.63 0.08 0.73 0.29
H -1.766969 2.503140 2.951816 0.55 -0.82 0.48 0.30
H -2.864702 2.107479 4.377971 0.06 -0.08 -0.19 0.29
H -1.051483 -0.544562 5.001412 -0.06 0.36 -0.18 0.28
H -1.466675 -2.147665 4.565195 -0.12 -0.37 0.68 0.29
H -2.237596 -1.286145 6.004361 -0.67 -0.30 -0.44 0.27
```
Positions in Å, forces in eV/Å.



# 2
The following is a DFT calculation (ωB97M-V/def2-TZVPD) of a cluster of 2 separate species, C11H12N2 in total in a non-equilibrium geometry.

The largest force on an atom comes out at 3.3 eV/Å. The calculation puts the orbital gap at 0.2087 hartree. The calculation puts the relative energy (zero: lowest compared OMol25 entry of this formula, charge and spin) at 113.4 kcal per mole. As for the spin multiplicity: 1. The calculated total energy is -14577.2122 eV.

XYZ file:
```
25
Properties=species:S:1:pos:R:3:forces:R:3:mulliken_charge:R:1
C -0.321467 0.000435 -1.105662 1.62 -0.07 -2.02 -0.01
C -0.967858 1.232705 -1.282340 -1.32 1.43 0.12 -0.07
C -2.304102 1.513335 -1.568967 1.73 -0.03 0.52 -0.29
C -3.423771 0.683904 -1.715995 -0.83 -0.52 0.14 -0.29
C -3.432601 -0.685241 -1.705724 -0.91 0.58 0.14 -0.29
C -2.315724 -1.515310 -1.564271 1.84 0.00 0.53 -0.28
C -0.975870 -1.227195 -1.297948 -1.34 -1.42 0.13 -0.08
H 0.765578 -0.007685 -1.173320 -1.12 0.03 -1.92 0.15
H -0.328387 2.118492 -1.242463 -0.09 -0.30 -0.04 0.31
H -2.501230 2.557210 -1.728702 -0.04 0.37 -0.02 0.31
H -4.387488 1.202696 -1.838662 0.52 -0.33 -0.06 0.29
H -4.406185 -1.192725 -1.809880 0.58 0.33 -0.10 0.29
H -2.506235 -2.562393 -1.716455 -0.07 -0.33 -0.03 0.31
H -0.334887 -2.110847 -1.284113 -0.06 0.26 0.00 0.31
C 3.920939 0.000208 2.820062 0.51 0.00 0.49 -1.02
C 2.647094 -0.002177 2.068819 -1.39 -0.01 -2.48 0.53
C 2.438024 0.002129 0.655462 1.26 0.00 1.38 -0.45
N 1.103291 0.005298 0.422823 -1.43 -0.02 3.02 -0.14
C 0.495477 -0.002452 1.637272 2.81 0.01 1.39 -0.36
N 1.433680 -0.006419 2.660979 -1.96 0.01 -0.87 -0.71
H 4.793567 0.002088 2.152761 -0.27 0.00 0.11 0.27
H 3.989162 0.887023 3.469897 -0.01 -0.26 -0.18 0.25
H 3.993258 -0.885379 3.471015 -0.01 0.26 -0.18 0.25
H 3.206267 -0.001513 -0.112847 -0.34 0.02 -0.04 0.33
H -0.580528 -0.006194 1.788269 0.30 0.01 -0.04 0.38
```
Positions in Å, forces in eV/Å.



# 3
The following is a DFT calculation (ωB97M-V/def2-TZVPD) of a structure of composition C7H11BeO7P in a non-equilibrium geometry.

Its total charge is +2. The largest force on an atom comes out at 8.6 eV/Å. The calculation puts the orbital gap at 0.2204 hartree. The calculation puts the relative energy (zero: lowest compared OMol25 entry of this formula, charge and spin) at 32.9 kcal per mole. As for the spin multiplicity: 1. The calculated total energy is -31439.1698 eV.

XYZ file:
```
27
Properties=species:S:1:pos:R:3:forces:R:3:mulliken_charge:R:1
Be 0.040720 0.099428 -1.880368 0.36 -0.54 0.30 -0.15
O 0.008978 3.001795 -1.636912 0.08 -5.99 -1.93 -0.07
C 0.026374 1.878001 -1.945772 0.03 8.41 2.00 0.59
C 0.138998 -1.729142 -2.066735 -0.09 -6.31 0.18 0.51
O 0.210136 -2.875692 -2.024009 -0.22 4.59 -0.37 -0.08
C 1.811725 0.097581 -1.886101 7.90 -0.14 1.33 0.49
O 2.959621 0.054605 -1.714332 -5.54 0.23 -1.11 -0.09
C -1.717430 0.113156 -1.870460 -7.56 -0.40 0.86 0.59
O -2.870590 0.129498 -1.788330 5.32 -0.01 -0.49 -0.09
H 0.074331 0.477320 -5.946158 0.00 -0.27 0.02 -0.01
H 0.076450 -0.274219 -5.962189 0.00 0.27 0.03 0.02
C -2.218673 -1.552347 1.197504 -0.38 0.17 -0.04 -0.76
O -0.931156 -1.280849 0.499572 0.92 0.71 -0.02 -0.13
P 0.617043 -0.891551 1.054103 -1.47 0.11 3.48 0.14
O 0.283592 -0.693099 2.700602 0.24 0.08 -3.07 -0.29
C -0.408997 0.515482 3.194532 0.52 -0.36 1.23 -0.59
O 0.999081 0.725484 0.619274 -0.38 -0.19 -0.30 -0.04
C 2.327233 1.133487 1.220203 -0.04 -0.45 0.03 -0.88
H -2.669622 -2.435839 0.750506 0.40 -0.06 -0.28 0.31
H -2.862477 -0.711196 0.962486 -0.09 0.16 0.26 0.36
H -2.216891 -1.750350 2.288761 0.88 0.48 -0.65 0.30
H -1.181945 0.964890 2.532731 0.68 -0.54 0.20 0.26
H -0.872030 0.147560 4.147021 0.29 0.57 -0.92 0.27
H 0.405355 1.229600 3.451150 -0.92 -0.24 -0.21 0.27
H 2.176907 1.684631 2.176162 -0.16 -0.46 -0.86 0.29
H 2.872981 0.190912 1.414159 -0.01 0.55 0.05 0.43
H 2.920288 1.750862 0.512600 -0.75 -0.38 0.28 0.34
```
Positions in Å, forces in eV/Å.



# 4
The following is a DFT calculation (ωB97M-V/def2-TZVPD) of a structure of composition C25H24ClFeN7OSi in a non-equilibrium geometry.

Its total charge is +1. The largest force on an atom comes out at 1.5 eV/Å. The expectation value of S² is 0.766. The calculation puts the orbital gap (spin up / spin down) at 0.2366 / 0.2203 hartree. The calculation puts the relative energy (zero: lowest compared OMol25 entry of this formula, charge and spin) at 22.4 kcal per mole. As for the spin multiplicity: 2. The calculated total energy is -93576.4001 eV.

XYZ file:
```
60
Properties=species:S:1:pos:R:3:forces:R:3:mulliken_charge:R:1
Fe -0.266875 0.329576 0.168333 -1.41 -0.19 0.54 0.03
Cl 0.069693 -5.904587 -3.877866 0.02 0.08 0.04 -0.20
C 0.377042 -4.381965 -3.111671 -0.08 -0.08 -0.04 -0.05
C 1.674834 -3.943470 -2.918763 0.12 -0.02 0.00 -1.00
C 1.899306 -2.714148 -2.326905 -0.08 0.04 0.10 -0.31
C 0.843757 -1.894451 -1.918773 0.42 0.04 0.12 0.55
O 1.084760 -0.648555 -1.411115 0.28 0.57 0.09 -0.47
C -0.457327 -2.374221 -2.047226 -0.58 0.16 0.22 0.43
C -1.674199 -1.752314 -1.516968 0.23 -0.78 -0.57 0.30
N -1.757934 -0.747953 -0.747659 0.28 0.60 0.30 0.21
C -3.071268 -0.383785 -0.307169 0.51 -0.11 -0.21 0.21
C -4.238748 -0.674574 -0.943239 -0.50 -0.06 -0.27 -0.38
C -5.484689 -0.346305 -0.353991 0.20 -0.11 -0.19 -0.90
C -5.531887 0.277855 0.853890 0.06 0.07 0.12 -0.87
C -4.326053 0.644722 1.500660 -0.19 0.05 0.09 0.91
C -4.293244 1.328648 2.735790 -0.23 -0.01 0.02 -0.69
C -3.092871 1.659030 3.277549 0.30 -0.02 -0.04 -1.25
C -1.912523 1.334618 2.570386 -0.21 0.01 0.27 0.22
N -1.894428 0.705206 1.419924 0.28 0.25 -0.11 0.43
C -3.099137 0.335179 0.896849 0.05 0.09 0.22 -0.02
C -0.669490 -3.606372 -2.667100 -0.09 -0.24 -0.08 -1.15
H 2.508472 -4.558750 -3.231660 -0.02 0.03 0.01 0.44
H 2.920630 -2.393433 -2.182313 -0.02 -0.02 0.00 0.42
H -2.578468 -2.311172 -1.765757 0.05 0.07 -0.05 0.32
H -4.235690 -1.140994 -1.920421 -0.02 -0.02 0.05 0.52
H -6.397733 -0.605219 -0.872378 0.02 0.01 -0.02 0.42
H -6.478483 0.516018 1.323285 0.03 0.01 -0.01 0.41
H -5.223680 1.578701 3.232244 0.03 -0.01 -0.02 0.45
H -3.022526 2.180549 4.221874 0.04 -0.02 -0.01 0.45
H -0.958871 1.615091 2.990270 -0.02 0.03 0.05 0.44
H -1.683759 -3.967223 -2.789097 0.03 0.00 0.01 0.47
N 1.995774 -1.183551 3.548834 0.02 0.03 0.01 0.05
C 1.258710 -1.517118 2.480884 -0.07 0.00 0.05 -0.24
N 0.893291 -0.418591 1.850404 0.07 -0.52 -0.29 0.18
C 1.461321 0.559738 2.588276 0.11 0.80 0.05 0.12
N 2.135389 0.153578 3.635727 0.04 -0.31 0.03 -0.79
C 1.299332 1.967899 2.188373 0.41 -0.50 0.50 0.41
C 1.925158 3.014397 2.848303 -0.02 0.40 -0.02 -0.40
N 1.770459 4.275162 2.445914 0.08 -0.31 0.13 -0.59
C 0.981276 4.466396 1.395035 -0.11 0.04 -0.08 -0.48
C 0.349683 3.416465 0.741054 -0.20 0.10 0.11 -0.71
N 0.514037 2.158139 1.140150 0.23 -0.14 -1.01 0.81
H 2.416813 -1.781620 4.241056 0.00 0.00 0.00 0.17
H 1.010005 -2.530911 2.209257 0.01 0.05 0.01 0.55
H 2.559285 2.823167 3.705597 0.00 0.03 -0.03 0.49
H 0.850059 5.486500 1.052840 -0.01 -0.04 0.02 0.43
H -0.303100 3.586130 -0.105952 0.06 0.00 -0.01 0.45
C 3.005553 0.000968 -3.529398 0.05 -0.11 -0.31 -1.23
Si 2.565585 0.206417 -1.747607 -0.44 -0.14 -0.04 0.43
C 2.235681 1.996736 -1.477308 0.06 0.32 0.10 -1.08
C 3.835915 -0.399295 -0.556062 0.28 -0.17 0.23 -1.04
H 4.072053 0.212387 -3.658372 -0.07 0.03 -0.02 0.36
H 2.448436 0.734817 -4.116915 0.03 -0.03 -0.02 0.33
H 2.811346 -0.982330 -3.953709 0.04 0.06 -0.03 0.46
H 2.919583 2.578669 -2.106769 -0.06 -0.09 0.04 0.52
H 2.406579 2.295253 -0.443616 0.01 0.02 -0.11 0.19
H 1.216614 2.262728 -1.759963 -0.02 0.05 -0.02 0.25
H 4.841843 -0.225589 -0.950843 -0.05 0.01 0.07 0.45
H 3.747632 -1.463731 -0.330250 0.03 0.04 0.01 0.34
H 3.747080 0.151484 0.384073 0.03 -0.05 0.01 0.27
```
Positions in Å, forces in eV/Å.



# 5
The following is a DFT calculation (ωB97M-V/def2-TZVPD) of an isolated molecule of C23H26N4O3 in a non-equilibrium geometry.

The largest force on an atom comes out at 1.3 eV/Å. Its SMILES is Cc1cc(C)n(-c2ccc(NC(=O)[C@@H]3CCCCN3C(=O)c3occc3C)cc2)n1. The calculation puts the orbital gap at 0.3338 hartree. The calculation puts the relative energy (zero: lowest compared OMol25 entry of this formula, charge and spin) at 41.7 kcal per mole. As for the spin multiplicity: 1. The calculated total energy is -36376.6562 eV.

XYZ file:
```
56
Properties=species:S:1:pos:R:3:forces:R:3:mulliken_charge:R:1
C 1.038181 5.605630 1.697118 0.00 -0.06 -0.03 -1.29
C 1.261955 4.216984 2.176853 0.11 -0.36 0.16 0.62
N 1.230691 3.184662 1.358171 -0.07 0.46 -0.66 -1.17
N 1.444568 2.088868 2.105831 -0.04 0.53 0.69 1.15
C 1.635839 2.414243 3.415152 0.06 0.25 0.09 1.14
C 1.523897 3.783377 3.490830 -0.05 -0.26 -0.10 -1.13
H 1.621306 4.392169 4.366587 0.05 0.07 0.24 0.44
C 1.970268 1.444866 4.490322 -0.04 -0.05 0.03 -1.70
H 1.068706 1.022376 4.934942 0.01 -0.09 0.04 0.28
H 2.582333 0.631230 4.105290 0.03 -0.05 0.07 0.40
H 2.518503 1.960285 5.275914 0.02 -0.02 0.01 0.40
C 1.484146 0.839089 1.478767 0.03 -0.72 -0.37 -0.12
C 0.999732 -0.309647 2.093233 0.08 0.33 -0.03 -0.07
C 1.079291 -1.525704 1.443459 0.29 -0.05 -0.24 -0.93
C 1.627816 -1.607706 0.169842 -0.05 0.22 0.33 0.47
C 2.086962 -0.452769 -0.455560 -0.09 -0.10 0.14 -0.30
C 2.009980 0.762427 0.190645 0.05 0.08 0.09 -0.63
H 2.349537 1.668869 -0.284678 0.05 0.05 -0.03 0.48
H 2.506166 -0.514902 -1.448865 0.01 -0.02 -0.11 0.40
N 1.767534 -2.860284 -0.473236 0.67 0.05 -0.07 -0.12
C 0.800948 -3.745419 -0.823382 -0.12 0.17 0.03 -0.02
O 1.088187 -4.862506 -1.198051 -0.08 -0.27 -0.05 -0.68
C -0.634093 -3.220291 -0.761024 -0.46 -0.33 0.28 -0.30
N -0.735085 -1.902669 -1.365648 0.10 -0.26 0.03 0.63
C -1.346957 -0.916892 -0.660802 0.02 -0.19 0.05 0.54
O -1.575361 -1.056110 0.536280 -0.24 0.15 -0.04 -0.73
C -1.713668 0.338728 -1.332993 -0.22 1.03 0.70 0.11
C -1.932690 1.574081 -0.761019 0.18 -0.81 -0.20 1.00
C -2.350479 2.419778 -1.820059 -0.01 -0.32 -0.48 -0.64
C -2.377343 1.650117 -2.939501 -0.10 0.62 0.28 -0.77
O -1.995493 0.396692 -2.665616 -0.02 -0.37 -0.27 -0.39
H -2.644802 1.865993 -3.955597 -0.01 -0.07 -0.15 0.49
H -2.602561 3.457360 -1.742719 -0.07 0.24 -0.04 0.53
C -1.749279 1.985448 0.651456 0.06 -0.03 0.10 -1.24
H -1.637937 1.108666 1.281053 -0.01 0.05 0.10 0.26
H -0.858905 2.609605 0.736000 -0.06 0.01 0.04 0.01
H -2.605863 2.568211 0.984819 -0.08 0.04 0.07 0.52
C -0.415346 -1.911585 -2.775113 -0.16 0.19 -0.55 -1.14
H -0.386434 -0.896922 -3.163902 0.12 -0.17 0.07 0.83
C -1.430251 -2.771954 -3.527651 0.24 -0.08 0.03 -0.77
C -1.389456 -4.192259 -2.969378 -0.19 0.07 0.00 -0.73
C -1.607214 -4.180996 -1.457401 0.30 -0.10 -0.02 -1.12
H -1.458215 -5.183035 -1.055153 -0.07 0.01 0.04 0.35
H -2.625795 -3.858563 -1.231000 0.00 0.03 0.08 0.44
H -0.418159 -4.641112 -3.182752 -0.02 -0.05 -0.04 0.32
H -2.156031 -4.806761 -3.444559 0.03 -0.05 -0.02 0.42
H -1.195400 -2.773303 -4.592789 -0.02 0.03 -0.06 0.39
H -2.425532 -2.342619 -3.395679 -0.03 0.08 -0.05 0.32
H 0.581979 -2.352091 -2.889732 0.01 0.08 -0.01 0.44
H -0.920941 -3.106671 0.290906 0.11 -0.04 -0.20 0.61
H 2.713876 -3.186167 -0.628955 -0.19 -0.09 0.02 0.29
H 0.715021 -2.417441 1.928727 -0.04 -0.09 0.03 0.39
H 0.536225 -0.259456 3.063526 -0.07 0.04 0.11 0.38
H 0.169347 6.040032 2.189979 -0.03 0.08 -0.02 0.28
H 0.873751 5.597717 0.623398 -0.01 0.07 -0.07 0.35
H 1.902545 6.228330 1.923714 0.01 0.09 -0.03 0.34
```
Positions in Å, forces in eV/Å.



> calculated total energy of number 3 (C7H11BeO7P)?

-31439.1698 eV